{"formula": "H24O12", "method": "ωB97M-V/def2-TZVPD", "symbols": ["O", "O", "O", "O", "O", "O", "O", "O", "O", "O", "O", "O", "H", "H", "H", "H", "H", "H", "H", "H", "H", "H", "H", "H", "H", "H", "H", "H", "H", "H", "H", "H", "H", "H", "H", "H"], "xyz": [[1.94008, 1.54785, -0.98625], [-1.92846, -0.04161, 1.53596], [0.58530, -2.44460, -0.80441], [-1.04807, -4.50469, 2.35098], [0.55402, 4.42647, 0.37366], [2.81412, -0.94305, -3.63120], [0.63868, -0.39915, -3.70572], [-1.48728, 3.05500, 3.48540], [0.19218, -0.27555, 0.66561], [-1.72450, 1.67784, -1.90964], [2.70425, 0.61417, 1.97010], [-1.82349, -2.26217, -0.19701], [2.35618, -1.77449, -3.79853], [2.02254, 0.66081, 2.64987], [-2.40771, -1.49939, -0.12060], [-2.33000, 2.71859, 3.81041], [3.10820, 1.48918, 1.98265], [0.21352, -2.57010, 0.07594], [2.00719, 0.66493, -1.36698], [2.36351, 2.11729, -1.63850], [-0.47836, -4.30028, 3.10108], [0.95878, 4.81220, -0.41144], [-2.33636, -2.90036, -0.70560], [-1.93302, -4.28167, 2.66101], [-2.43694, -0.09374, 2.35311], [-2.58859, -0.14801, 0.84178], [-0.87924, 2.31629, 3.60191], [0.23082, 3.56937, 0.07383], [-2.52447, 1.24568, -1.58982], [0.67085, -1.36228, -3.68753], [0.43779, -1.02264, 1.22286], [-0.02977, -1.84003, -1.23472], [3.06159, -0.99469, -2.70110], [-2.03633, 2.52116, -2.25685], [0.87377, 0.38270, 0.84208], [0.25921, -0.16102, -2.85232]], "lowdin_charge": [-0.04, -0.06, -0.09, -0.06, -0.06, -0.07, -0.07, -0.05, -0.08, -0.05, -0.05, -0.05, 0.03, 0.04, 0.02, 0.03, 0.05, 0.00, 0.02, 0.05, 0.03, 0.03, 0.07, 0.03, 0.05, 0.02, 0.02, 0.02, 0.03, 0.03, 0.04, 0.00, 0.04, 0.04, 0.01, 0.02], "e_above_lowest_kcal_mol": 110.03, "homo_lumo_gap_ev": 9.3, "total_energy_ev": -24956.9230}